No. 1
Molecular formula: C3H6BaLiO5
Method: DFT, ωB97M-V with the def2-TZVPD basis set

XYZ file:
```
16
Properties=species:S:1:pos:R:3:forces:R:3
Ba 3.34763 1.78624 -0.12856 -0.12 -1.07 0.06
O -0.43661 -1.61087 0.53143 -1.55 0.78 1.44
O -2.39865 1.00266 1.27881 0.65 -0.03 -1.41
O 3.02916 -0.63997 0.03254 0.01 1.09 -0.23
O -1.74629 2.29341 -0.44312 0.99 -0.08 -0.52
O -3.29059 0.70119 -0.72456 -0.11 -1.04 -0.73
C 0.64594 -0.84537 0.05839 -0.04 0.90 0.02
C -2.36339 1.31639 0.06864 -0.85 0.99 2.86
C 1.99230 -1.55924 0.06629 0.11 -0.39 0.17
Li -0.16343 3.15259 -0.27865 -0.36 -0.37 0.02
H 0.43399 -0.50295 -0.97490 0.08 0.11 0.28
H 2.02425 -2.24899 -0.80382 0.06 0.07 0.22
H 2.02504 -2.19687 0.97512 0.01 0.14 -0.19
H 0.75166 0.04307 0.71198 0.07 -0.14 -0.34
H -2.83336 0.31304 -1.47934 -0.10 0.31 -0.19
H -1.01765 -1.00432 1.10972 1.16 -1.29 -1.45
```
Positions in Å, forces in eV/Å.

Its net charge is -1. The value obtained for the molecular weight is 266.3 u. The value obtained for the HOMO energy is -1.80 eV.



No. 2
Molecular formula: C43H61F32NO7
Method: DFT, ωB97M-V with the def2-TZVPD basis set

XYZ file:
```
144
Properties=species:S:1:pos:R:3:forces:R:3
F -0.44105 -2.29911 -0.88495 -0.26 0.06 -0.21
F 8.00753 0.70955 -3.51087 0.11 -0.01 0.01
F -0.62657 -4.34540 -1.54022 -0.37 -0.14 -0.29
F 0.10336 -1.58985 -3.60190 0.02 -0.01 0.07
F -3.29908 8.77124 0.20768 -0.21 0.19 0.09
F 4.73037 -3.23952 0.84314 0.06 0.22 -0.13
F -4.67809 10.66695 -1.15127 -0.04 -0.03 0.06
F 2.67316 -2.41004 2.37106 0.08 0.01 -0.04
F 8.73341 2.34260 -4.75662 0.09 0.03 -0.25
F -2.78834 6.87171 -3.07218 0.11 0.04 -0.06
F 4.02146 -1.97343 4.03583 -0.22 0.09 -0.21
F -5.44887 8.53119 0.39956 -0.07 0.15 -0.02
F 6.17324 -0.94701 -6.42772 -0.24 -0.16 0.00
F 2.68931 -1.26231 -2.78557 -0.02 0.13 -0.05
F -1.57059 5.33565 -2.12487 0.22 0.00 0.20
F 2.34022 1.11704 -1.54974 0.05 -0.05 0.01
F 4.14051 -0.75804 -5.69011 -0.06 -0.15 0.02
F 6.92808 -1.69130 -3.77345 -0.08 -0.02 0.00
F 4.48140 -4.39526 2.66947 -0.13 0.02 -0.02
F -0.19260 7.56691 -2.77809 -0.05 -0.05 0.02
F 8.07579 -3.10131 5.35901 0.01 -0.02 0.15
F 8.54393 -1.05044 -5.65442 0.24 0.11 0.00
F 5.86246 -3.31847 6.97610 0.07 0.03 -0.02
F -1.84701 -2.48809 -3.19986 0.01 -0.06 0.08
F 3.84798 -1.04332 -0.95386 -0.04 0.14 0.23
F -1.45401 8.79065 -1.48075 0.20 -0.11 -0.09
F 5.47949 -2.98569 -4.76829 -0.07 0.06 -0.11
F 6.40660 -1.84616 4.76857 0.15 -0.05 0.23
F -3.73538 9.29323 -2.56385 -0.07 0.06 -0.01
F 10.24014 0.10578 -4.90744 -0.06 0.05 0.01
F 4.71119 -4.08050 5.28339 0.05 -0.06 0.09
F 0.50340 -0.05635 -1.44276 0.13 0.09 -0.04
O -1.87439 2.66430 3.30905 0.53 -0.49 0.28
O 5.66468 0.57111 -4.85201 0.45 -0.29 0.20
O 6.91837 -3.69528 3.59862 -0.58 0.00 0.10
O -4.36831 7.13267 -0.89204 0.33 0.27 -0.42
O 1.30151 -3.37827 -1.77787 0.05 0.71 -0.57
O 0.15570 4.50073 2.82646 0.01 0.50 0.89
O -2.78596 4.25392 2.08956 -0.04 -0.33 0.27
N 1.40602 2.55854 2.58409 0.05 -0.54 0.37
C 6.72283 1.34665 -5.38573 -0.25 0.51 -0.23
C 1.77562 0.01016 -1.01006 0.15 0.33 0.15
C -0.99425 7.54020 -1.68517 0.34 -0.03 -0.07
C -2.62457 -2.23916 3.70368 -0.74 0.85 0.00
C 3.09237 4.32273 3.26628 0.07 -0.57 0.13
C 5.43733 -0.69569 -5.32663 -0.04 0.44 -0.33
C 2.58237 -1.21819 -1.43994 -0.31 -0.50 -0.40
C -4.68865 9.39731 -1.62040 -0.16 0.22 -0.16
C 9.05861 0.19169 -5.56392 0.33 0.01 -0.06
C -5.05369 -5.62362 -2.04170 -0.07 0.55 -0.19
C -0.51534 -2.72535 -3.23039 -0.14 -0.09 -0.32
C -6.09841 -4.60456 -2.43736 0.10 -0.39 -0.25
C 5.95391 -3.95167 5.78526 -0.09 -0.19 0.26
C 6.38704 -3.01851 2.47300 0.47 0.10 -0.41
C -1.70513 -0.25985 5.00133 -0.86 0.10 -0.42
C -3.84700 -5.01279 -1.37642 -0.38 -0.12 -0.24
C -1.98289 -0.86647 3.62202 1.35 -0.39 0.40
C 0.42929 3.74430 0.63500 -0.21 -0.78 0.67
C -5.56625 -3.60639 -3.42865 -0.78 0.77 -0.19
C 0.07064 2.23659 4.71583 -0.45 -0.14 -0.89
C 4.88401 -3.19992 2.19643 0.28 -0.47 0.38
C -4.14632 -4.47262 0.00505 0.38 -0.84 0.23
C 2.78773 2.87365 2.96344 -0.07 0.41 -0.94
C -2.14142 6.55801 -1.92962 -0.63 0.11 -0.14
C 2.09802 -2.58268 -0.91867 0.30 -0.46 0.48
C -2.99001 -4.66987 0.98579 -0.13 0.45 -0.31
C -2.60658 3.74786 3.17046 -0.44 1.05 -1.73
C 8.12404 1.12407 -4.78932 -0.46 -0.16 0.34
C -7.98944 -2.72578 -3.46446 0.51 1.16 -0.68
C 6.83045 -3.12359 4.84285 0.30 0.23 -0.39
C 5.66599 -1.75103 -4.24441 -0.03 -0.35 0.35
C -4.41418 8.43169 -0.46546 0.12 -0.47 0.36
C 3.95581 -2.09359 2.69713 -0.24 0.14 -0.04
C -2.24752 1.15408 5.16342 0.61 -0.43 -0.46
C -3.16003 6.39278 -0.78978 -0.09 -0.51 0.41
C -3.33190 -2.63944 2.42990 0.43 -0.32 -0.07
C -0.05119 -3.16411 -1.84031 0.44 -0.27 0.92
C 0.68586 1.62484 3.45245 0.39 0.58 0.38
C -1.43405 2.33896 4.64575 -0.62 -0.08 0.58
C -2.42395 -3.34331 1.42383 -0.23 -0.21 0.44
C 0.64646 3.66799 2.12067 -0.12 0.06 -0.96
C -6.64384 -2.76803 -4.15539 0.18 -0.99 0.55
C -8.82028 -1.61088 -4.05281 -0.39 -0.55 0.09
H -6.51190 -4.10616 -1.58251 -0.20 0.29 0.63
H -8.98194 -1.76516 -5.10360 -0.06 -0.04 -0.65
H 4.20341 -1.13622 2.23205 0.05 0.01 -0.02
H -6.75742 -3.18963 -5.13864 -0.25 -0.03 -0.64
H 0.47838 3.21884 4.81901 0.25 0.63 0.20
H -0.30057 -3.50399 -3.96513 -0.01 -0.05 0.05
H -4.13744 -3.30937 2.67666 -0.50 -0.28 0.11
H 1.65186 -2.49911 0.07032 -0.11 0.23 -0.02
H 6.89450 -3.47097 1.62412 -0.06 -0.14 -0.03
H -4.40288 -3.43243 -0.04583 -0.33 0.62 0.01
H -3.06767 -5.75032 -1.35619 0.50 -0.45 0.24
H -5.66012 9.18406 -2.07064 -0.02 -0.03 0.06
H -3.48103 5.35525 -0.83078 -0.02 -0.05 -0.12
H -3.76674 -1.75234 2.00726 -0.40 0.42 -0.28
H -0.67658 -0.37810 5.28202 0.66 0.15 0.17
H -2.23242 -5.26465 0.51682 0.58 -0.33 -0.33
H -0.61585 3.93499 0.51302 -0.72 0.48 -0.22
H -8.35057 -0.65729 -3.92192 0.25 0.62 0.13
H 1.78186 0.11268 0.08015 -0.01 -0.03 0.00
H -7.83356 -2.48081 -2.43336 -0.04 -0.22 0.84
H -0.39614 7.22958 -0.82375 -0.05 -0.01 0.02
H -6.31588 -1.75450 -4.27128 0.40 0.61 -0.18
H -3.49821 -4.23660 -2.02702 0.49 0.55 -0.31
H 6.45869 2.36988 -5.12919 0.03 0.02 0.15
H 0.29604 1.68479 5.60436 0.31 -0.48 0.54
H -3.30458 -5.23051 1.84525 -0.25 -0.31 0.60
H 3.43161 2.57351 2.14970 0.35 -0.21 -0.45
H 9.24744 0.57908 -6.56906 -0.04 0.01 0.01
H 2.56668 4.61230 4.14829 -0.40 0.56 0.56
H -0.05078 1.10958 2.86961 -0.52 -0.25 -0.35
H -4.91714 -2.91630 -2.92558 0.62 0.29 0.27
H 6.67583 -1.96842 2.46202 -0.20 0.09 0.12
H -1.01230 -1.00941 3.17875 0.48 0.03 -0.72
H -8.51102 -3.64665 -3.58025 -0.38 -0.84 0.23
H 2.87678 4.99109 2.45676 -0.32 0.35 -0.44
H -3.16147 1.16745 4.60341 -0.78 0.14 -0.18
H -4.99876 -5.01552 0.37863 -0.60 -0.07 0.20
H 0.61452 2.78039 0.20567 0.45 -0.33 -0.52
H 3.09350 2.28155 3.79782 -0.07 -0.53 0.73
H -1.47377 -3.50007 1.90022 0.74 -0.03 0.13
H 4.97393 -1.60587 -3.41547 -0.07 0.09 -0.06
H -5.00441 -4.12828 -4.17930 0.61 -0.27 -0.35
H 1.39713 0.88948 3.76258 0.59 -0.60 0.01
H -1.70040 3.16341 5.27900 -0.30 0.65 0.28
H 1.01237 4.52443 0.19126 0.40 0.41 -0.34
H -6.90711 -5.14926 -2.88755 -0.62 -0.30 -0.27
H -2.26651 -0.86491 5.68767 -0.21 -0.33 0.66
H 4.14496 4.39305 3.44739 0.73 0.12 0.23
H -2.52604 1.30149 6.18929 0.10 0.33 0.66
H -1.89277 -2.96018 4.00875 0.49 -0.59 0.12
H -3.08610 4.18695 4.04019 0.14 -0.16 0.75
H -9.78514 -1.61250 -3.57834 -0.57 0.29 0.19
H -5.50396 -6.36758 -1.41414 -0.20 -0.58 0.47
H 2.99608 -3.17685 -0.77841 0.11 0.03 -0.12
H -4.74423 -6.10158 -2.95371 0.23 -0.49 -0.50
H -3.34871 -2.20572 4.50189 -0.47 0.00 0.42
H 6.73757 1.31067 -6.47411 0.16 -0.20 -0.03
H 6.38452 -4.94405 5.93153 0.06 0.03 -0.02
H -2.50659 -0.18541 2.97695 -0.56 0.30 -0.23
H -2.69659 6.51042 0.18844 0.12 0.16 -0.03
H -2.27287 -2.75331 0.54508 0.26 0.52 -0.49
```
Positions in Å, forces in eV/Å.

Its net charge is 0. The SMILES is CCCCCCCCCCCCCCC[C@@H](CCN(CC)C(C)=O)OC=O.FC(F)C(F)(F)COC(F)(F)C(F)F.FC(F)C(F)(F)COC(F)(F)C(F)F.FC(F)C(F)(F)COC(F)(F)C(F)F.FC(F)C(F)(F)COC(F)(F)C(F)F. The value obtained for the molecular weight is 1311.9 u. The value obtained for the HOMO energy is -8.98 eV.



No. 3
Molecular formula: C4H14N2O
Method: DFT, ωB97M-V with the def2-TZVPD basis set

XYZ file:
```
21
Properties=species:S:1:pos:R:3:forces:R:3
O 0.34743 -0.95757 3.08964 -0.82 0.45 0.65
N -1.00802 1.50917 -0.78512 0.47 1.20 0.16
N 0.83833 -1.02867 -0.30301 1.65 -0.46 0.64
C -0.14010 -0.70759 -1.32718 0.45 -0.22 -0.25
C -1.15415 2.53547 0.24440 -0.62 -1.00 0.07
C -1.30615 0.09909 -0.72107 0.06 -0.58 -0.70
C 2.19121 -1.28306 -0.81277 0.50 0.24 -0.23
H 2.76151 -0.41341 -1.15636 -0.63 0.32 -0.09
H 0.44601 -0.01532 3.30657 0.18 -0.60 -0.31
H -0.76010 3.45823 -0.17135 0.42 0.04 0.24
H -2.22196 -0.07580 -1.29494 -0.07 -0.35 0.07
H 0.70127 -1.89969 0.21076 -1.14 0.45 -0.15
H 0.42300 -0.09750 -2.03826 -0.35 0.24 -0.05
H -2.19282 2.77546 0.52572 -0.03 -0.24 0.05
H -1.33761 1.92298 -1.63877 -0.06 -0.35 -0.34
H -0.44627 -1.59534 -1.90700 -0.31 0.03 0.26
H -1.43285 -0.36525 0.25843 -0.21 0.75 0.33
H -0.63569 2.20523 1.14276 0.19 0.33 0.04
H 1.14202 -1.25009 2.66116 0.59 0.17 -0.34
H 2.84445 -1.67117 -0.02478 -0.35 -0.22 0.10
H 2.19201 -2.00042 -1.63738 0.09 -0.19 -0.14
```
Positions in Å, forces in eV/Å.

Its net charge is 0. The SMILES is CNCCNC.O. The value obtained for the molecular weight is 106.2 u. The value obtained for the HOMO energy is -8.17 eV. The relative energy (zero: lowest compared OMol25 entry of this formula, charge and spin) is 50.3 kcal per mole.



No. 4
Molecular formula: C2H3N3O3
Method: DFT, ωB97M-V with the def2-TZVPD basis set

XYZ file:
```
11
Properties=species:S:1:pos:R:3:forces:R:3
O 1.24965 -1.16172 -0.24536 1.91 -2.39 -0.07
O 2.84498 0.45400 0.22529 -4.77 -2.22 -1.30
O -1.98770 0.04825 0.08145 1.85 -3.10 -4.16
N -0.11766 -1.32072 -0.12437 -3.81 -2.49 1.59
N -0.07668 1.87771 -0.23238 3.54 0.23 0.12
N -0.71180 -0.22186 0.62878 2.37 0.63 -0.04
C 0.31485 0.77728 0.22462 -3.09 1.59 -0.79
C 1.67380 0.03210 0.04417 2.36 4.44 2.22
H -1.00843 2.22818 -0.24753 -0.94 -0.68 0.42
H -1.84499 -0.57655 -0.91623 -0.87 2.77 3.76
H -0.33601 -2.13665 0.56156 1.47 1.23 -1.75
```
Positions in Å, forces in eV/Å.

Its net charge is 0. The SMILES is [H]/N=c1/c(=O)o[nH]n1O. The value obtained for the molecular weight is 117.1 u. The value obtained for the HOMO energy is -9.91 eV. The relative energy (zero: lowest compared OMol25 entry of this formula, charge and spin) is 113.2 kcal per mole.